A structure of composition C44H35Cl3IN4O2PPbS3. Source: the OMol25 dataset; level of theory: the ωB97M-V functional and the def2-TZVPD basis.

Structure (XYZ):
```
94
C44H35Cl3IN4O2PPbS3 the ωB97M-V functional and the def2-TZVPD basis
Pb 0.08779 -0.17647 0.32946
C 0.60858 3.30366 -4.21722
S 2.10959 3.08852 -3.23678
C 1.65092 1.92824 -1.99882
S 0.10840 1.13892 -2.04642
N 2.62795 1.75896 -1.16045
N 2.39619 0.87511 -0.14524
C 3.42114 0.54040 0.53462
C 3.33564 -0.39413 1.66546
C 4.49610 -0.81708 2.29741
C 4.40196 -1.75751 3.31003
C 3.15758 -2.25386 3.64382
C 2.04865 -1.76644 2.96738
N 2.12758 -0.84029 2.02587
H 0.93409 3.74344 -5.15850
H 0.13385 2.34347 -4.39491
H -0.07945 3.97954 -3.71001
H 4.40076 0.93258 0.26368
H 5.45408 -0.42732 1.97394
H 5.29323 -2.11612 3.80867
H 3.04025 -3.02252 4.39531
H 1.05504 -2.14324 3.18545
I -1.43001 -0.19656 3.65408
C -1.81360 1.59009 4.70601
C -1.81110 1.41136 6.06000
C -2.19579 2.44575 6.93162
C -2.61910 3.62504 6.40851
C -2.61908 3.84730 5.01014
C -3.09342 5.08894 4.53559
C -3.11554 5.36287 3.20382
C -2.60684 4.41418 2.30686
C -2.11398 3.19182 2.70566
P -1.33159 2.27106 1.26826
C -0.11804 3.55377 0.79535
C -0.24079 4.55204 -0.16681
C 0.81961 5.41071 -0.41731
C 2.00316 5.29659 0.29720
C 2.12600 4.31911 1.27302
C 1.07514 3.44731 1.51202
C -2.79960 2.22388 0.17384
C -2.87616 2.62483 -1.15720
C -4.02506 2.37422 -1.90052
C -5.10443 1.71746 -1.33103
C -5.03323 1.30150 -0.00636
C -3.89158 1.55031 0.73667
C -2.15955 2.84027 4.09538
H -1.53098 0.45048 6.47139
H -2.18325 2.27711 8.00100
H -2.97191 4.42138 7.05375
H -3.44506 5.81494 5.25954
H -3.49447 6.30662 2.83332
H -2.59222 4.67186 1.25644
H -1.15600 4.66377 -0.73338
H 0.72443 6.16801 -1.18628
H 2.83404 5.95657 0.08347
H 3.04717 4.21738 1.83363
H 1.18608 2.66161 2.25568
H -2.03616 3.09882 -1.63914
H -4.06432 2.67995 -2.93885
H -5.99383 1.52139 -1.91675
H -5.86171 0.76754 0.44341
H -3.83713 1.20865 1.76551
N -2.15917 -1.16282 -0.52661
S -2.51268 -2.54926 -1.25714
C -1.51730 -2.70654 -2.74014
C -2.21308 -2.97893 -3.91202
C -1.53191 -2.97232 -5.12085
C -0.17463 -2.68063 -5.14742
C 0.50797 -2.40860 -3.96938
C -0.16517 -2.42257 -2.75966
C -1.76787 -3.74135 -0.15319
C -1.39412 -4.98555 -0.63120
C -0.84726 -5.90238 0.25323
C -0.69547 -5.57968 1.59389
C -1.10880 -4.34006 2.06469
C -1.65365 -3.41328 1.18859
H -2.83980 -0.48165 -0.86804
H -3.27627 -3.19017 -3.88076
H -2.06218 -3.20191 -6.03688
H 0.35390 -2.67052 -6.09269
H 1.57147 -2.20840 -3.98553
H 0.37739 -2.26553 -1.83820
H -1.47708 -5.22104 -1.68453
H -0.51984 -6.86592 -0.11595
H -0.25086 -6.29590 2.27364
H -1.01219 -4.09330 3.11629
H -1.99029 -2.44189 1.52741
Cl 3.38188 -5.27406 1.98066
C 3.37321 -4.83348 0.25533
Cl 4.54453 -3.51628 -0.02649
Cl 3.87551 -6.24088 -0.68397
C 1.91059 -4.30657 -0.15822
O 1.39705 -4.92938 -1.08594
O 1.50436 -3.34242 0.53170
```

- E_LUMO: -0.5 eV


A structure of composition C5H6N4. Source: the OMol25 dataset; level of theory: the ωB97M-V functional and the def2-TZVPD basis.

Structure (XYZ):
```
15
C5H6N4 the ωB97M-V functional and the def2-TZVPD basis
C -2.42586 0.29198 0.20876
C -0.45248 -0.47973 -0.17411
C 0.63978 -1.49795 -0.55093
C 2.14094 -0.13891 0.46744
C 1.59139 1.12510 0.37333
H -3.09597 0.14956 1.35336
H -1.92463 1.14984 -0.15284
H -3.25110 -0.12222 -0.87170
H 0.38494 -2.31033 -1.14605
H 3.01657 -0.23432 1.02783
H 2.26400 1.89086 0.79521
N -1.45942 -0.80836 0.42849
N 1.87961 -1.34001 -0.22445
N 0.82918 1.53703 -0.56665
N -0.13696 0.78748 -0.96771
```

- E_LUMO: -0.7 eV


A cluster of 2 separate species, C8H20I2OP2S in total. Source: the OMol25 dataset; level of theory: the ωB97M-V functional and the def2-TZVPD basis.

Structure (XYZ):
```
34
C8H20I2OP2S the ωB97M-V functional and the def2-TZVPD basis
C 2.44744 -2.20411 1.60331
C 2.64058 -2.42792 -0.02198
I 3.09740 -4.60148 -0.24668
C 1.25612 -2.08768 -0.89403
I 1.66104 -0.87019 -2.66553
S -0.03283 -1.40776 0.27267
P 0.12963 0.69292 0.60856
C 1.86867 1.38724 0.23939
C -1.27175 1.70668 -0.19409
P -2.01467 -2.07272 -0.14078
C -2.65400 -1.56346 -1.86282
C -3.25400 -1.70693 1.26295
H 2.31261 -1.08099 1.92200
H 1.63250 -2.92713 2.07905
H 3.47803 -2.54859 2.09464
H 3.56361 -1.79196 -0.36550
H 0.88481 -3.14904 -1.29502
H 1.99456 2.43706 0.79291
H 2.07519 1.60171 -0.89493
H 2.71175 0.69140 0.71877
H -2.19273 1.08788 -0.56930
H -0.77712 2.38759 -1.01938
H -1.66483 2.46169 0.64099
H -2.70245 -0.41257 -2.06690
H -3.77922 -1.95451 -1.93632
H -2.04479 -2.06411 -2.75333
H -2.67000 -1.51263 2.27158
H -3.86396 -2.71604 1.44678
H -4.05526 -0.88685 1.02870
C 0.25060 5.09467 0.02489
O 0.45166 4.68516 1.26845
H 0.04043 6.16715 -0.12649
H 1.07193 4.94366 -0.69604
H -0.59093 4.64188 -0.52653
```

- E_LUMO: -1.6 eV


Orbital gap? In order: 7.4 8.7 3.3 eV.
ΔE to the lowest compared entry with this formula, charge and spin? In order: 35.5 124.4 87.7 kcal/mol.